[1]
C3H4O3 | the ωB97M-V functional and the def2-TZVPD basis

Atoms and positions in Å:
O: 1.779 1.151 -0.025
C: 0.583 0.723 -0.260
C: -0.335 0.146 0.797
O: -1.330 0.894 0.858
C: -0.992 -1.145 -1.141
O: -0.649 -1.454 0.047
H: 2.074 0.961 0.887
H: 0.157 1.042 -1.204
H: 0.151 -0.277 1.690
H: -1.440 -2.041 -1.650

Computed properties:
Net charge   0
E_HOMO (alpha / beta)   -0.27637 / -0.27651 Ha
ΔE to the lowest compared entry with this formula, charge and spin   152.53 kcal/mol
HOMO-LUMO gap (alpha / beta)   6.323 / 6.333 eV


[2]
C12H12N4OS2 | the ωB97M-V functional and the def2-TZVPD basis

Atoms and positions in Å:
N: 5.919 -2.432 3.945
O: -0.425 -1.246 -2.220
S: -0.282 1.849 1.684
C: 5.672 -2.316 2.822
S: 5.455 -2.085 1.012
C: -0.748 -0.414 -1.366
C: -0.783 0.866 0.430
C: 3.631 -0.995 -0.714
C: 2.856 -1.366 1.536
C: 2.360 -0.528 -1.045
C: 1.619 -0.827 1.226
C: 3.865 -1.441 0.576
C: 1.330 -0.386 -0.068
N: 0.058 0.150 -0.412
N: -2.085 -0.072 -1.098
N: -2.131 0.684 0.108
C: -3.277 -0.657 -1.712
C: -3.080 2.954 -0.411
C: -3.189 1.628 0.410
H: 4.402 -1.044 -1.470
H: 3.003 -1.775 2.521
H: 2.166 -0.188 -2.070
H: 0.853 -0.799 1.972
H: -3.810 0.112 -2.260
H: -3.953 -1.090 -0.942
H: -2.994 -1.475 -2.378
H: -3.029 2.762 -1.468
H: -2.183 3.511 -0.141
H: -3.902 3.621 -0.210
H: -4.167 1.169 0.253
H: -3.152 1.828 1.490

Computed properties:
Net charge   0
E_HOMO   -0.30889 Ha
ΔE to the lowest compared entry with this formula, charge and spin   2.92 kcal/mol
HOMO-LUMO gap   8.622 eV


[3]
C30H43N5O2RuTe | the ωB97M-V functional and the def2-TZVPD basis

Atoms and positions in Å:
Ru: 0.658 0.073 -0.654
C: 4.752 -0.224 5.234
C: 3.638 -0.085 4.247
C: 2.311 -0.141 4.640
C: 1.229 0.041 3.743
C: -0.043 0.028 4.339
N: -1.224 0.556 3.935
C: -1.371 1.657 3.016
C: -2.816 2.138 2.952
C: -3.772 1.084 2.377
N: -3.368 0.690 1.063
C: -4.127 0.698 -0.037
C: -3.664 0.340 -1.308
C: -4.600 0.163 -2.351
C: -4.226 -0.269 -3.616
C: -5.243 -0.485 -4.691
C: -2.884 -0.482 -3.875
C: -1.882 -0.266 -2.895
C: -0.540 -0.356 -3.322
N: 0.572 -0.048 -2.702
C: 1.758 -0.179 -3.525
C: 2.949 0.577 -2.957
C: 3.533 -0.100 -1.721
N: 2.694 0.036 -0.546
C: 3.340 0.114 0.588
C: 2.896 0.150 1.929
C: 3.918 0.097 2.909
C: 1.521 0.138 2.325
O: 0.568 0.127 1.469
C: -2.257 0.131 -1.576
O: -1.398 0.395 -0.658
H: 4.416 0.005 6.241
H: 5.572 0.440 4.973
H: 5.139 -1.244 5.227
H: 2.083 -0.282 5.686
H: -0.084 -0.433 5.319
H: -1.975 0.460 4.604
H: -1.038 1.335 2.024
H: -0.723 2.494 3.321
H: -2.847 3.026 2.319
H: -3.158 2.421 3.949
H: -4.784 1.496 2.333
H: -3.790 0.201 3.027
H: -2.422 0.341 0.933
H: -5.171 0.961 0.076
H: -5.640 0.331 -2.124
H: -6.212 -0.739 -4.271
H: -4.924 -1.281 -5.360
H: -5.358 0.425 -5.281
H: -2.582 -0.795 -4.862
H: -0.439 -0.668 -4.363
H: 1.543 0.199 -4.533
H: 2.025 -1.242 -3.620
H: 2.659 1.603 -2.713
H: 3.727 0.616 -3.719
H: 4.520 0.335 -1.512
H: 3.680 -1.169 -1.932
H: 4.430 0.102 0.513
H: 4.945 0.135 2.582
C: -0.949 3.706 -1.311
Te: 0.512 2.728 -0.047
C: 2.264 3.922 -0.526
H: -1.228 4.672 -0.904
H: -1.818 3.056 -1.319
H: -0.580 3.826 -2.323
H: 2.337 4.128 -1.588
H: 3.124 3.340 -0.205
H: 2.249 4.856 0.026
C: 1.400 -3.675 0.536
C: 0.526 -3.143 -0.627
C: -0.902 -3.726 -0.501
C: 1.145 -3.583 -1.976
N: 0.432 -1.775 -0.559
H: 1.445 -4.760 0.502
H: 0.978 -3.359 1.486
H: 2.406 -3.268 0.459
H: -0.875 -4.809 -0.565
H: -1.528 -3.326 -1.295
H: -1.330 -3.428 0.452
H: 1.160 -4.666 -2.043
H: 2.162 -3.207 -2.051
H: 0.555 -3.181 -2.795

Computed properties:
Net charge   +1
Multiplicity   2
E_HOMO (alpha / beta)   -0.28575 / -0.25714 Ha
HOMO-LUMO gap (alpha / beta)   4.418 / 3.534 eV


[4]
C3H4ClO2S | the ωB97M-V functional and the def2-TZVPD basis

Atoms and positions in Å:
C: 1.296 0.915 0.643
C: 0.758 -0.312 0.593
C: -0.753 -0.579 0.445
O: -2.477 0.122 -1.577
O: -0.115 0.494 -2.047
S: -1.126 -0.486 -1.663
Cl: 1.742 -1.652 0.314
H: 2.446 1.145 0.728
H: 0.657 1.809 0.980
H: -1.452 0.111 0.707
H: -0.976 -1.567 0.877

Computed properties:
Net charge   -1
E_HOMO   -0.11942 Ha
ΔE to the lowest compared entry with this formula, charge and spin   36.26 kcal/mol
HOMO-LUMO gap   6.766 eV


[5]
C8H19NO2P | the ωB97M-V functional and the def2-TZVPD basis

Atoms and positions in Å:
C: 1.220 0.226 -0.878
C: 1.029 -0.250 0.644
C: 1.928 1.543 -1.096
C: 1.846 -0.894 -1.686
C: 2.147 -0.385 1.691
C: 0.348 -1.652 0.645
C: -3.640 -1.389 0.671
C: -1.316 2.690 0.089
N: -3.449 -0.288 -0.139
O: -0.094 0.507 -1.332
O: 0.024 0.661 1.068
P: -1.005 0.876 -0.067
H: 1.589 2.268 -0.390
H: 1.646 1.862 -2.067
H: 3.011 1.462 -1.072
H: 2.296 -0.455 -2.589
H: 1.011 -1.621 -1.981
H: 2.609 -1.460 -1.123
H: 2.892 -1.199 1.488
H: 1.589 -0.603 2.768
H: 2.738 0.590 1.820
H: -0.108 -1.838 1.601
H: 1.153 -2.438 0.340
H: -0.327 -1.600 -0.266
H: -3.510 -1.299 1.832
H: -4.670 -1.406 0.806
H: -3.110 -2.306 0.360
H: -2.040 2.904 -0.864
H: -0.331 3.255 -0.022
H: -2.058 2.685 0.954
H: -3.418 -0.445 -1.206

Computed properties:
Net charge   +1
E_HOMO (alpha / beta)   -0.48358 / -0.49890 Ha
ΔE to the lowest compared entry with this formula, charge and spin   79.29 kcal/mol
HOMO-LUMO gap (alpha / beta)   8.600 / 7.729 eV


[6]
C57H98N13O | the ωB97M-V functional and the def2-TZVPD basis

Atoms and positions in Å:
C: -0.144 -1.216 2.836
C: 0.187 -1.047 1.310
C: -1.010 -1.694 0.559
C: -1.116 -1.267 -0.913
C: -1.199 0.258 -0.964
C: 0.079 0.929 -0.414
N: 0.269 0.389 0.985
O: 1.086 1.198 1.872
C: -0.335 2.402 -0.485
C: 1.343 0.744 -1.334
C: 1.558 -1.752 0.966
H: 0.726 -0.929 3.428
H: -0.557 -2.170 3.162
H: -0.864 -0.410 2.975
H: -1.972 -1.413 0.987
H: -0.961 -2.779 0.657
H: -1.963 -1.650 -1.482
H: -0.287 -1.524 -1.573
H: -2.049 0.615 -0.382
H: -1.489 0.542 -1.975
H: 0.508 3.079 -0.347
H: -1.145 2.674 0.192
H: -0.725 2.699 -1.458
H: 1.291 1.283 -2.280
H: 1.594 -0.249 -1.706
H: 2.216 1.105 -0.790
H: 1.839 -1.788 -0.087
H: 1.590 -2.801 1.259
H: 2.486 -1.365 1.389
C: -3.185 -3.912 -2.874
C: -2.089 -2.889 -2.646
C: -0.715 -3.507 -2.384
C: -0.617 -4.350 -1.175
N: -0.532 -5.060 -0.253
H: -2.788 -4.756 -3.436
H: -3.931 -3.338 -3.424
H: -3.472 -4.267 -1.884
H: -2.319 -2.349 -1.728
H: -1.983 -2.168 -3.456
H: -0.038 -2.659 -2.280
H: -0.472 -4.050 -3.298
C: 1.406 2.935 -2.922
C: 2.957 3.101 -2.654
C: 3.145 3.989 -1.423
C: 2.550 3.431 -0.197
N: 2.117 3.002 0.815
H: 1.002 3.891 -3.254
H: 0.947 2.562 -2.007
H: 1.273 2.139 -3.655
H: 3.529 3.448 -3.514
H: 3.354 2.106 -2.451
H: 2.811 5.024 -1.499
H: 4.223 4.067 -1.281
C: -1.642 5.109 2.625
C: -1.002 5.397 1.242
C: -0.139 4.293 0.687
C: 0.699 3.566 1.683
N: 1.344 2.974 2.426
H: -2.565 4.542 2.500
H: -1.894 5.989 3.216
H: -0.937 4.621 3.298
H: -0.301 6.214 1.411
H: -1.733 5.763 0.521
H: 0.431 4.656 -0.169
H: -0.796 3.495 0.341
C: -1.390 -3.726 1.753
C: 0.094 -3.721 2.195
C: 0.931 -4.505 1.136
C: 2.412 -4.519 1.383
N: 3.548 -4.514 1.606
H: -1.705 -4.760 1.896
H: -1.562 -3.582 0.686
H: -1.971 -3.046 2.376
H: 0.165 -4.267 3.135
H: 0.605 -2.763 2.289
H: 0.724 -3.917 0.242
H: 0.514 -5.511 1.117
C: 5.743 -1.540 0.094
C: 4.263 -1.971 -0.233
C: 3.432 -0.955 -0.968
C: 3.288 0.220 -0.132
N: 3.138 1.157 0.511
H: 6.283 -1.519 -0.853
H: 6.229 -2.264 0.748
H: 5.740 -0.575 0.600
H: 3.806 -2.258 0.714
H: 4.359 -2.882 -0.822
H: 2.419 -1.290 -1.192
H: 3.912 -0.701 -1.914
C: 1.614 -2.136 4.399
C: 2.948 -2.749 3.984
C: 3.359 -2.300 2.643
C: 3.310 -0.829 2.412
N: 3.237 0.325 2.290
H: 0.891 -2.256 3.592
H: 1.614 -1.046 4.373
H: 1.229 -2.537 5.336
H: 3.041 -3.821 3.808
H: 3.724 -2.514 4.711
H: 2.687 -2.686 1.877
H: 4.332 -2.686 2.340
C: 0.141 -1.183 5.596
C: -0.467 0.239 5.532
C: -0.541 0.983 4.188
C: 0.836 1.272 3.741
N: 1.904 1.499 3.342
H: 1.174 -1.156 5.945
H: 0.026 -1.643 4.615
H: -0.446 -1.766 6.306
H: 0.115 0.944 6.126
H: -1.503 0.222 5.868
H: -1.116 1.906 4.264
H: -1.011 0.336 3.448
C: -3.711 -0.783 0.450
C: -4.010 -1.222 -1.066
C: -4.510 0.035 -1.874
C: -3.438 0.992 -2.097
N: -2.574 1.767 -2.330
H: -3.676 -1.715 1.015
H: -4.406 -0.034 0.829
H: -2.748 -0.301 0.620
H: -4.927 -1.800 -0.953
H: -3.210 -1.807 -1.520
H: -5.325 0.473 -1.297
H: -4.885 -0.394 -2.803
C: -0.522 4.536 -2.067
C: -1.601 3.518 -1.745
C: -2.992 4.085 -1.847
C: -3.553 4.282 -3.177
N: -4.056 4.362 -4.198
H: -0.633 4.925 -3.079
H: 0.489 4.151 -1.935
H: -0.634 5.351 -1.351
H: -1.476 3.211 -0.707
H: -1.523 2.586 -2.306
H: -3.163 5.038 -1.347
H: -3.649 3.380 -1.339
C: -0.236 -0.550 -4.190
C: -0.969 0.651 -3.502
C: -1.161 1.825 -4.430
C: 0.086 2.335 -5.033
N: 1.066 2.714 -5.461
H: 0.719 -0.261 -4.629
H: -0.803 -1.086 -4.951
H: -0.141 -1.327 -3.432
H: -0.365 1.002 -2.665
H: -1.951 0.334 -3.153
H: -1.775 2.566 -3.919
H: -1.707 1.570 -5.338
N: 1.128 -2.404 -3.904
C: 1.183 -3.756 -3.775
C: 1.671 -3.969 -2.531
C: 1.772 -2.716 -1.836
C: 1.556 -1.724 -2.806
H: 1.016 -2.056 -4.845
H: 0.909 -4.462 -4.545
H: 1.860 -4.922 -2.059
H: 1.926 -2.551 -0.780
H: 1.607 -0.645 -2.791
N: -1.437 1.093 1.894
C: -2.615 0.497 2.152
C: -3.242 1.224 3.187
C: -2.499 2.355 3.394
C: -1.397 2.292 2.525
H: -0.708 0.746 1.287
H: -2.822 -0.443 1.662
H: -4.190 1.062 3.679
H: -2.856 3.115 4.073
H: -0.560 2.970 2.453

Computed properties:
Net charge   -1
E_HOMO   -0.08676 Ha
ΔE to the lowest compared entry with this formula, charge and spin   1823.49 kcal/mol
HOMO-LUMO gap   4.024 eV


[7]
C3H7NOS | the ωB97M-V functional and the def2-TZVPD basis

Atoms and positions in Å:
C: 0.452 1.070 -0.108
C: -0.999 1.532 0.017
C: 1.174 -1.891 0.121
N: 0.059 -0.290 -0.356
O: -2.463 -0.793 -0.361
S: -1.428 -0.236 0.483
H: 1.019 1.479 -0.950
H: 1.010 1.243 0.819
H: -1.222 2.277 0.773
H: -1.459 1.770 -0.937
H: 0.787 -2.141 1.090
H: 0.901 -2.537 -0.687
H: 2.168 -1.483 0.095

Computed properties:
Net charge   0
E_HOMO   -0.31875 Ha
ΔE to the lowest compared entry with this formula, charge and spin   95.38 kcal/mol
HOMO-LUMO gap   9.386 eV


[8]
C28H39N2O7PbSSi | the ωB97M-V functional and the def2-TZVPD basis

Atoms and positions in Å:
Pb: -0.435 0.150 -0.169
C: 4.753 -0.444 0.090
C: 3.321 -0.958 -0.008
C: 3.095 -2.077 0.990
C: 3.008 -1.419 -1.422
O: 2.374 0.130 0.334
Si: 2.662 1.741 0.147
S: 0.641 2.514 0.411
O: 3.639 2.437 1.209
C: 3.613 3.107 2.486
C: 5.060 3.418 2.822
C: 2.998 2.180 3.524
C: 2.805 4.390 2.360
O: 3.162 1.956 -1.364
C: 3.661 3.071 -2.149
C: 5.045 3.445 -1.642
C: 2.699 4.242 -2.023
C: 3.723 2.563 -3.577
H: 5.447 -1.275 -0.025
H: 4.930 0.027 1.060
H: 4.956 0.292 -0.691
H: 3.699 -2.940 0.707
H: 2.049 -2.383 0.989
H: 3.390 -1.767 1.997
H: 3.778 -2.112 -1.764
H: 2.984 -0.561 -2.097
H: 2.052 -1.942 -1.462
H: 5.644 2.498 2.868
H: 5.121 3.921 3.788
H: 5.495 4.067 2.062
H: 3.503 1.212 3.510
H: 1.934 2.031 3.315
H: 3.100 2.612 4.520
H: 3.235 5.039 1.595
H: 2.799 4.927 3.310
H: 1.770 4.170 2.083
H: 4.998 3.760 -0.598
H: 5.455 4.260 -2.239
H: 5.718 2.588 -1.712
H: 2.622 4.564 -0.980
H: 1.703 3.958 -2.366
H: 3.049 5.084 -2.620
H: 4.352 1.674 -3.631
H: 4.142 3.328 -4.232
H: 2.724 2.303 -3.932
O: -2.679 0.643 0.258
C: -3.498 0.457 1.185
C: -4.902 0.651 0.895
C: -5.848 0.472 1.847
C: -5.462 0.072 3.148
C: -4.120 -0.116 3.469
C: -3.117 0.077 2.544
C: -1.721 -0.085 2.935
N: -0.647 -0.185 2.159
C: 0.442 -0.360 2.974
C: 0.029 -0.352 4.270
N: -1.327 -0.179 4.227
H: -5.151 0.947 -0.115
H: -6.894 0.626 1.616
H: -6.218 -0.090 3.905
H: -3.878 -0.451 4.469
H: 1.431 -0.478 2.565
H: 0.575 -0.434 5.192
H: -1.924 -0.108 5.032
O: -2.742 -2.325 0.992
C: -3.099 -2.533 -0.311
C: -4.448 -2.482 -0.634
C: -4.859 -2.703 -1.937
C: -3.930 -2.981 -2.935
C: -2.585 -3.027 -2.614
C: -2.153 -2.801 -1.308
C: -0.677 -2.817 -1.025
O: 0.091 -3.341 -1.794
O: -0.294 -2.178 0.090
H: -1.758 -2.344 0.998
H: -5.156 -2.246 0.152
H: -5.914 -2.662 -2.178
H: -4.254 -3.174 -3.948
H: -1.840 -3.254 -3.365

Computed properties:
Net charge   +1
E_HOMO (alpha / beta)   -0.39968 / -0.39970 Ha
ΔE to the lowest compared entry with this formula, charge and spin   23.51 kcal/mol
HOMO-LUMO gap (alpha / beta)   4.956 / 4.967 eV


Summary of max |F| in eV Å⁻¹
1.279 4.121 2.646 4.996 3.706 13.711 4.817 1.146
(order as listed above)
Summary of total energy in eV
-9312.0863 -42315.7066 -53220.8365 -30628.3011 -23467.9900 -82028.5715 -17593.7930 -70942.1985
(order as listed above)